1.
Molecular formula: C38H32GeLuN3O4S
Method: DFT, the ωB97M-V functional and the def2-TZVPD basis

Each line ends with the Löwdin charge.
Cartesian coordinates (Å):
Lu 0.366 -1.110 1.238  1.594
N 1.096 -1.795 3.443  0.003
C 2.335 -2.522 3.519  -0.251
C 3.313 -1.972 4.316  -0.068
C 4.441 -2.713 4.596  -0.124
C 4.599 -3.986 4.054  -0.112
C 3.623 -4.521 3.219  -0.038
C 2.462 -3.778 2.918  -0.134
C 1.571 -4.302 1.864  -0.224
C 1.299 -5.696 1.970  -0.065
C 0.435 -6.258 1.023  -0.133
C -0.237 -5.476 0.108  -0.129
C -0.041 -4.113 0.074  -0.167
C 0.839 -3.510 0.958  -0.166
H 1.231 -0.871 3.883  0.101
H 0.207 -2.199 3.818  0.093
H 3.206 -0.975 4.802  0.123
H 5.185 -2.391 5.300  0.084
H 5.491 -4.563 4.304  0.089
H 3.693 -5.558 2.822  0.110
H 1.803 -6.295 2.747  0.092
H 0.283 -7.338 1.050  0.081
H -0.890 -5.955 -0.625  0.090
H -0.595 -3.540 -0.642  0.079
O -1.557 -1.977 1.434  -0.491
S -2.056 -1.078 2.547  0.307
O -3.416 -0.637 2.463  -0.312
O -1.028 0.061 2.310  -0.528
O -1.658 -1.717 3.813  -0.387
N 4.659 0.070 -0.116  0.081
C 3.877 -0.244 0.917  -0.240
N 2.586 -0.353 0.566  -0.028
C 2.554 -0.025 -0.770  -0.266
C 1.316 0.323 -1.522  -0.405
C 1.667 1.105 -2.771  -0.129
C 2.932 1.210 -3.247  -0.190
C 4.074 0.780 -2.497  -0.168
C 3.841 0.177 -1.270  -0.245
H 5.670 0.336 -0.123  0.161
H 4.250 -0.379 1.931  0.091
H 0.952 -0.700 -1.901  0.117
H 0.910 1.612 -3.356  0.062
H 3.182 1.761 -4.148  0.076
H 5.065 0.781 -2.922  0.030
C 0.233 0.796 -0.518  -0.338
Ge -1.419 1.803 -1.087  0.937
C -2.240 3.021 0.129  -0.257
C -3.498 3.532 -0.202  -0.104
C -4.092 4.518 0.561  -0.105
C -3.389 5.052 1.620  -0.113
C -2.166 4.496 2.040  -0.088
C -1.568 3.526 1.248  -0.085
C -1.054 3.073 -2.500  -0.277
C 0.074 3.841 -2.426  -0.128
C 0.364 4.786 -3.402  -0.092
C -0.579 5.045 -4.375  -0.127
C -1.763 4.317 -4.449  -0.119
C -2.025 3.350 -3.505  -0.101
C -2.734 0.553 -1.653  -0.285
C -2.732 0.024 -2.950  -0.093
C -3.679 -0.966 -3.257  -0.116
C -4.646 -1.319 -2.345  -0.143
C -4.594 -0.880 -1.042  -0.090
C -3.671 0.111 -0.725  -0.103
H 0.762 1.384 0.238  -0.011
H -4.036 3.098 -1.024  0.093
H -5.068 4.858 0.323  0.081
H -3.754 5.895 2.164  0.076
H -1.665 4.864 2.912  0.084
H -0.605 3.169 1.565  0.095
H 0.803 3.684 -1.632  0.111
H 1.257 5.370 -3.393  0.088
H -0.429 5.859 -5.076  0.084
H -2.496 4.552 -5.217  0.088
H -2.962 2.822 -3.499  0.085
H -2.038 0.359 -3.701  0.095
H -3.690 -1.459 -4.229  0.089
H -5.486 -1.982 -2.683  0.103
H -5.312 -1.294 -0.327  0.107
H -3.636 0.472 0.321  0.098

Results
Gap between HOMO and LUMO = 3.91 eV
Charge = -2
ΔE to the lowest compared entry with this formula, charge and spin = 0.0 kcal/mol
DFT total energy = -5643.18035 Ha

=====

2.
Molecular formula: C4H14N2O
Method: DFT, the ωB97M-V functional and the def2-TZVPD basis

Each line ends with the Löwdin charge.
Cartesian coordinates (Å):
C 2.010 -2.049 -0.899  -0.110
C 1.682 -0.673 -1.463  -0.300
N 1.465 0.420 -0.527  -0.100
C 0.126 0.809 -0.098  -0.224
C -0.207 0.393 1.357  -0.223
N -1.585 -0.311 1.562  -0.012
H 2.720 -1.899 -0.073  0.065
H 1.164 -2.507 -0.286  0.083
H 2.362 -2.670 -1.712  0.061
H 2.612 -0.389 -1.986  0.104
H 0.825 -0.669 -2.117  0.103
H 2.038 0.408 0.319  0.106
H 0.169 1.909 -0.071  0.102
H -0.723 0.577 -0.750  0.110
H -0.283 1.273 1.949  0.075
H 0.427 -0.268 1.890  0.083
H -1.373 -1.302 1.502  0.041
H -2.112 0.083 0.787  0.015
O -3.532 2.069 0.164  -0.059
H -4.064 2.085 0.970  0.047
H -3.721 2.712 -0.519  0.033

Results
Gap between HOMO and LUMO = 8.84 eV
Charge = 0
SMILES = CCNCCN.O
ΔE to the lowest compared entry with this formula, charge and spin = 53.6 kcal/mol
DFT total energy = -345.49081 Ha

=====

Number 1: HOMO level 0.5 eV. Number 2: HOMO level -8.0 eV.